{"formula": "C46H105FNO32PS8", "method": "ωB97M-V/def2-TZVPD", "charge": -2, "fmax_ev_per_a": 4.0, "homo_ha": 0.0451, "elements": ["C", "C", "C", "O", "C", "N", "H", "H", "H", "H", "H", "H", "H", "H", "H", "H", "H", "H", "P", "O", "O", "O", "O", "C", "C", "C", "O", "C", "H", "H", "H", "H", "H", "H", "H", "H", "C", "C", "C", "O", "C", "H", "H", "H", "H", "H", "H", "H", "H", "C", "C", "C", "O", "C", "H", "H", "H", "H", "H", "H", "H", "H", "O", "S", "O", "O", "C", "C", "C", "H", "H", "H", "H", "H", "H", "H", "H", "O", "S", "O", "O", "C", "C", "C", "H", "H", "H", "H", "H", "H", "H", "H", "O", "S", "O", "O", "C", "C", "C", "H", "H", "H", "H", "H", "H", "H", "H", "O", "S", "O", "O", "C", "C", "C", "H", "H", "H", "H", "H", "H", "H", "H", "O", "S", "O", "O", "C", "C", "C", "H", "H", "H", "H", "H", "H", "H", "H", "O", "S", "O", "O", "C", "C", "C", "H", "H", "H", "H", "H", "H", "H", "H", "O", "S", "O", "O", "C", "C", "C", "H", "H", "H", "H", "H", "H", "H", "H", "O", "S", "O", "O", "C", "C", "C", "H", "H", "H", "H", "H", "H", "H", "H", "F", "C", "C", "C", "C", "C", "C", "H", "H", "H", "H", "H"], "positions_angstrom": [[0.834, -0.434, 1.441], [-0.358, 0.599, 1.193], [-0.329, 1.249, -0.178], [-0.600, 0.126, -1.075], [-0.837, 0.466, -2.448], [-1.730, -0.067, 1.398], [-2.394, 0.615, 1.061], [-1.757, -0.950, 0.909], [-1.794, -0.209, 2.396], [0.688, -0.998, 2.363], [1.760, 0.122, 1.585], [0.955, -1.095, 0.583], [-0.375, 1.455, 1.867], [0.528, 1.890, -0.387], [-1.100, 2.018, -0.230], [-0.233, 1.325, -2.740], [-1.867, 0.803, -2.557], [-0.605, -0.364, -3.115], [-3.761, 1.373, 6.836], [-4.965, 0.905, 7.571], [-2.741, 1.792, 7.973], [-3.870, 2.356, 5.628], [-3.046, 0.042, 6.533], [6.792, -6.864, 2.022], [6.427, -8.180, 1.431], [6.843, -8.079, -0.012], [6.425, -6.793, -0.320], [6.715, -5.910, 0.781], [7.658, -6.859, 2.684], [5.956, -6.559, 2.652], [5.346, -8.321, 1.421], [6.875, -9.051, 1.909], [6.183, -8.742, -0.571], [7.910, -8.191, -0.206], [6.129, -4.997, 0.888], [7.713, -5.480, 0.691], [8.353, 2.311, -3.230], [7.373, 3.215, -2.546], [6.218, 2.301, -2.044], [6.730, 0.957, -2.150], [8.117, 0.934, -2.544], [9.416, 2.553, -3.219], [7.998, 2.319, -4.261], [7.010, 3.891, -3.319], [7.809, 3.842, -1.768], [5.292, 2.459, -2.597], [5.938, 2.564, -1.024], [8.321, 0.094, -3.209], [8.564, 0.794, -1.560], [8.665, -0.317, 5.128], [7.828, 0.872, 4.761], [8.133, 1.799, 5.933], [8.239, 0.911, 7.037], [8.635, -0.440, 6.661], [9.677, -0.212, 4.737], [8.229, -1.169, 4.606], [6.813, 0.482, 4.835], [8.024, 1.266, 3.763], [7.395, 2.557, 6.196], [9.107, 2.282, 5.851], [7.790, -1.081, 6.913], [9.553, -0.829, 7.103], [-2.195, -7.617, 0.203], [-1.118, -6.874, 0.814], [-1.277, -5.436, 1.108], [-0.679, -7.695, 2.259], [0.258, -7.023, 3.093], [-0.434, -6.532, 4.406], [0.403, -7.231, -0.203], [0.721, -6.122, 2.690], [0.996, -7.803, 3.277], [-0.966, -5.588, 4.289], [0.234, -6.489, 5.266], [-1.140, -7.327, 4.648], [0.304, -8.268, -0.525], [1.324, -7.060, 0.355], [0.377, -6.641, -1.120], [3.612, -2.630, 8.620], [2.796, -1.831, 9.520], [1.396, -2.239, 9.791], [3.446, -1.799, 11.047], [4.774, -1.407, 11.199], [5.170, -1.490, 12.670], [2.874, -0.060, 9.061], [4.982, -0.422, 10.782], [5.356, -2.163, 10.671], [6.217, -1.215, 12.799], [4.984, -2.517, 12.983], [4.577, -0.837, 13.310], [3.893, 0.262, 8.850], [2.542, 0.574, 9.883], [2.213, 0.102, 8.209], [-6.481, -3.865, 7.718], [-7.421, -4.489, 6.807], [-7.295, -5.848, 6.330], [-8.925, -4.338, 7.473], [-9.222, -3.101, 8.033], [-10.657, -3.278, 8.614], [-7.674, -3.404, 5.335], [-9.178, -2.270, 7.329], [-8.559, -3.002, 8.893], [-11.405, -3.349, 7.825], [-11.017, -2.444, 9.217], [-10.687, -4.215, 9.169], [-7.640, -2.351, 5.611], [-8.550, -3.742, 4.780], [-6.829, -3.621, 4.681], [-1.665, 2.902, -11.725], [-2.372, 4.189, -11.867], [-3.824, 4.240, -11.911], [-1.837, 5.165, -10.619], [-0.519, 4.994, -10.146], [-0.456, 5.526, -8.704], [-1.738, 4.981, -13.388], [0.192, 5.530, -10.774], [-0.177, 3.961, -10.086], [0.574, 5.656, -8.373], [-0.837, 4.862, -7.927], [-0.936, 6.503, -8.658], [-2.177, 5.971, -13.510], [-2.036, 4.440, -14.286], [-0.652, 5.069, -13.355], [-6.785, 0.542, -0.999], [-7.390, 0.958, -2.272], [-6.868, 2.110, -2.989], [-7.419, -0.331, -3.374], [-7.761, -1.663, -2.919], [-6.531, -2.463, -2.548], [-9.124, 1.327, -1.977], [-8.256, -2.177, -3.743], [-8.501, -1.721, -2.122], [-6.084, -2.197, -1.590], [-5.801, -2.428, -3.356], [-6.816, -3.514, -2.489], [-9.546, 0.486, -1.426], [-9.573, 1.452, -2.962], [-9.318, 2.228, -1.396], [2.799, 4.625, 4.118], [2.534, 6.087, 4.113], [3.323, 7.051, 4.886], [2.446, 6.626, 2.543], [2.318, 8.027, 2.374], [3.671, 8.540, 1.979], [0.791, 6.292, 4.489], [1.985, 8.544, 3.275], [1.603, 8.217, 1.574], [3.640, 9.541, 1.549], [4.157, 7.899, 1.243], [4.403, 8.568, 2.786], [0.606, 5.598, 5.309], [0.155, 6.089, 3.627], [0.556, 7.293, 4.851], [5.171, -1.760, -6.918], [3.754, -1.501, -6.739], [3.187, -0.120, -6.589], [3.066, -2.311, -8.032], [1.984, -1.691, -8.717], [1.511, -2.672, -9.790], [3.102, -2.576, -5.371], [2.338, -0.777, -9.194], [1.207, -1.477, -7.984], [1.737, -3.696, -9.491], [2.068, -2.519, -10.714], [0.445, -2.562, -9.989], [2.166, -3.101, -5.560], [2.919, -1.881, -4.551], [3.853, -3.279, -5.012], [-3.423, 7.935, -1.365], [-4.214, 8.757, -0.465], [-3.651, 9.302, 0.781], [-4.945, 9.957, -1.373], [-5.918, 10.750, -0.721], [-6.329, 11.782, -1.689], [-5.652, 7.767, 0.087], [-5.444, 11.268, 0.113], [-6.814, 10.255, -0.347], [-6.524, 12.728, -1.185], [-7.212, 11.462, -2.242], [-5.512, 12.022, -2.369], [-5.887, 8.217, 1.052], [-5.405, 6.741, 0.359], [-6.444, 7.909, -0.649], [-2.552, -4.990, -6.831], [-3.156, -5.435, -7.996], [-4.273, -4.746, -8.481], [-4.863, -5.106, -9.690], [-4.271, -6.093, -10.509], [-3.189, -6.846, -9.998], [-2.678, -6.532, -8.741], [-4.644, -3.959, -7.841], [-5.725, -4.524, -9.981], [-4.680, -6.327, -11.480], [-2.724, -7.632, -10.574], [-1.837, -6.987, -8.239]]}

{"formula": "CH26BeO16", "method": "ωB97M-V/def2-TZVPD", "fmax_ev_per_a": 7.2, "homo_ha": -0.3854, "de_lowest_kj_mol": 0.0, "elements": ["Be", "C", "O", "O", "O", "O", "H", "H", "O", "H", "H", "O", "H", "H", "O", "H", "H", "O", "H", "H", "O", "H", "H", "O", "H", "H", "O", "H", "H", "O", "H", "H", "O", "H", "H", "O", "H", "H", "O", "H", "H", "O", "H", "H"], "positions_angstrom": [[0.607, 1.840, -0.078], [0.452, -0.053, 0.343], [1.559, 0.719, 0.310], [0.373, -0.869, 1.299], [-0.465, 0.760, -0.037], [2.593, -1.573, -0.545], [2.499, -0.762, 0.007], [2.744, -2.204, 0.140], [0.024, -3.451, 0.345], [0.217, -2.602, 0.693], [0.768, -3.767, -0.127], [-0.732, -1.800, -2.510], [-1.433, -2.335, -2.884], [-1.024, -1.656, -1.589], [2.370, -2.829, 1.712], [1.754, -2.126, 1.717], [2.665, -3.083, 2.606], [0.723, 3.059, 1.090], [1.072, 2.728, 1.923], [-0.122, 3.472, 1.233], [1.596, 0.064, -2.693], [1.132, -0.393, -3.368], [1.954, -0.611, -2.153], [2.561, -0.176, 3.190], [3.062, -0.977, 3.178], [1.901, -0.262, 2.499], [0.622, 2.656, -1.562], [0.173, 3.419, -1.949], [0.798, 2.044, -2.290], [-3.377, 1.650, -0.209], [-2.745, 1.085, -0.583], [-3.441, 1.298, 0.659], [-1.664, 3.610, -0.335], [-2.283, 2.884, -0.203], [-1.843, 3.960, -1.219], [-2.266, -1.251, -0.242], [-1.529, -0.680, 0.053], [-2.566, -1.664, 0.578], [-1.729, 0.882, -2.434], [-1.042, 0.237, -2.361], [-2.502, 0.354, -2.510], [-1.166, -0.634, 3.196], [-1.773, -0.137, 2.665], [-0.516, -0.827, 2.442]]}

Kohn-Sham gap for the records above, in order: 0.041, 0.372 Ha
Electronic energy for the records above, in order: -7904.294606, -1272.431008 Ha
LUMO for the records above, in order: 2.334, -0.359 eV